21
Properties=species:S:1:pos:R:3:forces:R:3:nbo_charge:R:1 method="wB97M-V/def2-TZVPD" lumo_energy_ha=0.004 fmax_ev_per_a=4.44 smiles="CC(C)(I)[C@@]1(O)C=CC(O)=N1" homo_energy_ev=-8.7607 relative_energy_ev=1.896
C 0.4136 -1.7694 1.0063 0.238 -0.741 -2.850 -0.1904
H -0.1099 -3.6483 -0.2617 0.534 2.290 0.818 0.2173
H -0.0590 2.1662 -0.4318 1.727 1.108 -0.140 0.2106
H 0.2148 1.7043 2.1537 -0.550 -0.427 0.073 0.2411
C -0.8896 1.5521 -0.5070 -1.280 -4.246 0.169 -0.6552
H 0.7884 -3.3594 -2.4861 0.654 3.391 0.133 0.4974
H -0.1145 -1.7998 1.8985 -0.397 -0.998 1.691 0.2216
C 0.2885 -2.5534 -0.1193 -0.834 -2.851 1.283 -0.2937
H -1.0544 1.0526 -1.5400 0.575 0.946 1.835 0.2326
N 1.1516 -0.6604 -0.8798 0.029 1.054 -1.583 -0.5289
C -0.6095 0.9732 2.1574 -1.122 0.838 -2.073 -0.6699
C 0.7748 -1.8346 -1.2822 1.039 1.643 3.364 0.5116
H 2.1546 0.9133 0.5467 1.414 1.186 -2.227 0.4906
H -1.4616 1.3751 2.7235 -0.072 -0.115 -0.687 0.2211
O 1.6679 0.4340 1.1576 -1.415 -2.698 1.624 -0.7063
H -0.3128 0.0803 2.6096 0.675 -0.990 1.450 0.2036
C -0.8385 0.4475 0.6615 2.357 0.531 -0.642 -0.0513
H -1.7552 2.0640 -0.2242 -1.423 1.326 -0.047 0.2090
O 1.0167 -2.3303 -2.4723 -0.763 -3.323 -1.097 -0.6274
I -2.5557 -0.8649 0.4219 0.252 0.690 0.132 0.1046
C 0.8003 -0.4500 0.4911 -1.635 1.385 -1.227 0.3620

---

130
Properties=species:S:1:pos:R:3:forces:R:3:lowdin_charge:R:1 method="wB97M-V/def2-TZVPD" lumo_energy_ha=-0.028 fmax_ev_per_a=2.53 homo_energy_ev=-7.1546 relative_energy_ev=1.643
H -5.6238 0.9822 -3.8659 -0.006 -0.016 0.009 0.0765
H -4.2076 1.5256 2.0848 -0.004 0.005 -0.003 0.0480
H 6.4407 -7.1790 -0.3438 -0.002 -0.002 -0.001 0.0736
H 2.8194 -0.2974 -1.9425 -0.019 0.002 -0.008 0.0725
H 5.4321 -0.2613 -1.1597 0.000 0.000 0.006 0.1072
H -0.3724 -0.5399 5.1803 0.013 0.002 0.002 0.1024
H 6.7308 3.3196 4.0400 0.004 -0.012 -0.011 0.0941
C 5.1898 -5.8656 0.8447 -0.023 -0.017 -0.114 -0.2330
H -1.4209 -0.2286 2.6751 0.000 0.010 -0.024 0.1231
N 0.4502 0.5742 2.2140 0.250 0.244 0.218 -0.0367
H -1.9341 5.7505 2.6204 -0.007 -0.001 -0.002 0.1186
H 5.8662 -5.0102 0.7453 0.017 -0.009 0.044 0.1081
C 3.8741 1.6579 -4.0521 -0.014 -0.007 0.011 -0.0920
N 1.5888 0.7893 2.9458 -0.023 -0.057 -0.032 0.0460
C 3.7576 -5.3590 0.9291 0.020 0.132 0.026 -0.1751
H 5.6290 1.5445 5.8294 -0.002 -0.003 -0.007 0.1027
C -7.1438 1.6888 0.5797 -0.001 0.023 -0.043 -0.0230
N 3.9293 1.8950 3.1936 -0.062 0.094 0.071 -0.0178
H 2.1799 0.4577 4.9258 -0.009 -0.017 0.000 0.1007
C -3.2792 -3.9703 -1.0528 0.119 0.037 -0.012 -0.1757
H -3.9118 5.2644 -2.8088 -0.005 -0.002 0.002 0.0787
C -2.2596 -2.9688 -0.8662 -0.062 -0.102 -0.015 -0.2266
C 3.6125 2.6052 -3.0710 -0.006 0.026 -0.042 -0.0842
C 2.9021 -9.2590 -2.0257 -0.020 -0.005 -0.004 -0.0812
H -1.6341 2.1737 1.9678 -0.016 -0.029 0.018 -0.0113
C 1.3879 0.3687 4.2045 0.003 0.017 0.008 -0.0418
C 1.7677 -8.4667 -0.0632 0.034 -0.023 0.011 -0.0256
N 4.1298 1.3329 4.4094 0.035 -0.041 -0.081 0.0704
N 1.1136 -4.8404 -0.1656 0.042 -0.004 0.024 0.1127
H -3.5219 6.7821 -1.1983 -0.025 -0.004 0.014 0.1172
N 3.4295 -4.6051 -0.2789 0.023 -0.146 -0.036 0.0203
C -2.3037 5.4635 1.6402 -0.017 -0.034 0.024 -0.0318
H 3.6294 -4.7149 1.8042 -0.017 -0.018 0.020 0.1270
H 2.8748 4.4275 3.1605 0.036 -0.015 -0.029 0.1272
C -1.8429 3.1565 2.3737 0.002 0.016 -0.031 -0.0857
C 2.7163 -8.0271 -2.6358 -0.005 0.013 0.015 -0.0695
C 2.3286 2.7487 -2.5654 0.004 0.038 -0.022 -0.0417
H 5.1630 -6.3883 -1.2686 0.009 -0.003 -0.002 0.0693
H -4.8156 3.1735 1.9870 0.004 -0.005 -0.002 0.0792
H -4.6765 3.8022 -2.1747 -0.010 -0.005 -0.006 0.0735
C 2.8438 0.8626 -4.5381 0.012 0.024 0.006 -0.0778
H 5.3343 0.7769 1.3667 -0.008 -0.026 0.001 0.1249
H -0.9386 3.5407 2.8517 0.011 -0.012 -0.016 0.0788
C -2.7553 7.8946 1.1542 0.045 -0.021 -0.023 -0.0514
O -0.9980 2.3045 -3.3788 -0.203 -0.050 0.055 0.0443
C 2.0673 -7.0049 -1.9575 0.026 -0.013 -0.027 -0.0228
Te -2.8389 1.6792 -0.6070 -1.185 0.079 0.405 1.5830
H 3.0877 -6.2071 1.0356 -0.020 -0.010 0.006 0.1013
Ti 0.4853 0.9902 0.0785 -1.543 1.225 -1.589 0.9760
C 5.8239 2.7491 3.9429 0.007 -0.008 0.033 -0.0575
H -2.4925 -2.1359 -2.8295 -0.014 0.010 0.008 0.1219
B 2.7405 1.6115 2.2946 -0.108 -0.135 0.023 -0.6090
H 4.4104 3.2387 -2.7038 -0.004 0.000 0.002 0.1054
H -9.6828 1.0422 -1.6155 -0.007 0.004 0.003 0.0710
C -0.3916 -0.8829 -0.4321 -0.073 -0.305 0.062 -0.2670
H 2.5527 -10.4476 -0.2705 0.006 0.002 -0.001 0.1059
H -9.6504 0.4476 0.0454 -0.004 0.001 -0.002 0.0801
H 0.1855 4.4211 -0.2030 -0.064 -0.031 0.049 0.1187
C -5.7592 1.8004 0.6217 0.017 0.058 0.041 -0.2914
N 1.2619 2.9410 0.8002 0.207 -0.186 0.472 -0.0267
H 4.8761 1.5478 -4.4472 0.000 -0.004 0.007 0.1023
H -1.7180 -3.6563 1.0950 -0.006 0.009 0.003 0.1238
C 1.5550 1.0194 -4.0476 0.020 -0.025 -0.014 -0.0292
H 0.7405 0.4224 -4.4387 -0.007 0.019 -0.012 0.1212
H -2.1167 8.4857 0.4946 -0.002 -0.002 0.000 0.0794
C 2.2526 4.2088 2.3089 -0.090 0.060 0.062 -0.0510
H -7.5684 0.8855 -2.6581 0.015 -0.003 0.001 0.1124
H 1.8972 -6.0541 -2.4483 0.026 0.007 0.015 0.1034
H -7.7139 1.8453 1.4906 0.016 -0.003 0.004 0.1162
H 1.3697 -8.6243 0.9311 -0.018 0.004 -0.010 0.1227
C -4.9438 0.9243 -3.0159 0.007 0.001 0.043 -0.0863
H 3.0713 -7.8605 -3.6443 -0.013 -0.007 -0.005 0.1082
C -1.0660 -1.0422 -1.6534 0.154 -0.022 -0.109 -0.1737
C -5.6719 1.2517 -1.7330 0.020 0.018 -0.057 -0.3170
C 3.2449 0.0338 -1.0111 -0.092 -0.104 0.041 -0.1451
C -0.4387 0.0285 3.0399 -0.083 0.001 -0.051 -0.1426
H -2.6018 3.0340 3.1508 0.013 0.012 0.007 0.0861
N 3.2648 0.8581 1.0061 -0.131 0.079 0.022 0.0483
C 2.4232 -9.4811 -0.7395 0.014 0.013 -0.004 -0.0753
H -3.7643 8.3038 1.0814 0.003 0.006 0.002 0.0809
C -5.0106 1.6085 -0.5495 0.128 -0.303 0.129 -0.3704
C -3.7370 4.3559 -2.2329 0.024 -0.029 0.024 -0.0656
H 4.9584 3.2936 1.9629 -0.009 0.012 0.011 0.1307
S 2.0323 -3.0396 -1.8719 0.070 -0.123 -0.034 0.6978
H 5.4293 -6.3498 1.7930 0.025 0.043 0.020 0.1113
H 3.4070 -10.0545 -2.5586 0.008 0.004 0.004 0.1051
C -2.7424 6.4402 0.7676 -0.050 -0.003 -0.006 -0.2698
N 2.1122 2.9540 1.8512 0.167 0.046 -0.185 0.0194
H 2.1211 3.4993 -1.8132 0.012 -0.054 0.056 0.1026
H -0.8695 -0.3644 -2.4764 -0.143 0.118 0.066 0.0826
H -0.0490 -1.9072 1.4387 -0.058 0.044 0.041 0.0896
C -0.6154 -1.8955 0.5147 0.098 -0.040 -0.005 -0.1506
N -4.0970 -4.7635 -1.2035 -0.003 -0.004 -0.003 0.1554
C 1.4761 5.0426 1.5275 0.016 -0.021 0.021 -0.0276
C 1.2955 1.9540 -3.0499 -0.001 0.011 -0.005 -0.1668
H 4.7661 -7.7213 -0.1929 -0.005 0.007 -0.014 0.0648
C -5.1098 2.1225 1.9405 0.000 0.000 -0.028 -0.0694
H 4.1880 -4.1026 -0.7155 -0.003 -0.029 -0.037 0.1202
H -4.5467 -0.0943 -2.9785 0.007 0.005 -0.006 0.0760
C -1.5413 -2.9125 0.3264 -0.030 0.028 0.016 -0.0597
C 4.5691 0.0574 -0.6034 0.031 -0.010 0.067 -0.0190
C 1.6058 -7.2218 -0.6643 -0.067 0.018 0.026 -0.1643
C -7.0631 1.1511 -1.7349 -0.003 0.033 -0.006 -0.0220
C -7.8162 1.3733 -0.5945 -0.028 -0.008 0.012 -0.2712
C -3.1937 6.0334 -0.4843 -0.010 0.019 0.025 -0.0158
N 2.4602 0.5036 -0.0413 0.669 0.081 0.130 -0.0402
C 2.2264 -4.2305 -0.7297 -0.032 0.087 -0.035 -0.8523
H -2.4084 8.0328 2.1779 0.007 0.007 -0.005 0.0712
H -4.0964 1.5844 -3.1976 -0.021 0.025 -0.016 0.0323
C 0.1022 -0.1267 4.3085 0.011 -0.005 0.035 -0.0229
O -0.0784 -6.4733 0.8254 -0.016 0.000 0.001 0.1073
H -3.0196 3.7316 -2.7693 0.011 0.010 0.002 0.0484
H -5.7943 1.9225 2.7652 -0.005 0.013 -0.001 0.0776
C 5.4045 -6.8428 -0.3069 -0.010 -0.013 0.045 -0.0946
H -9.7880 2.1742 -0.2633 -0.003 0.000 -0.006 0.0783
C -3.2359 4.6967 -0.8550 0.034 -0.007 -0.035 -0.2792
C 0.8742 4.1959 0.5961 -0.025 0.008 -0.101 -0.1281
C -2.8100 3.7104 0.0598 0.233 0.094 -0.270 -0.3607
N -0.3015 1.9867 -1.1905 1.585 -0.854 0.243 -0.2053
H 0.3097 -4.2276 -0.0906 -0.021 -0.009 -0.036 0.0938
C 5.2593 1.8417 4.8609 0.025 0.000 0.004 -0.1454
H 1.3568 6.1073 1.6222 -0.007 -0.004 0.002 0.1030
C -9.3169 1.2534 -0.6113 0.037 -0.003 0.007 -0.0538
H 3.0400 0.1336 -5.3140 0.003 -0.020 0.021 0.1063
C -0.1230 2.1097 -2.5579 0.067 0.143 0.327 -0.5753
C 4.5329 0.5850 0.6739 0.088 -0.076 0.011 -0.0392
C -1.9809 -2.0568 -1.8789 0.011 0.001 -0.020 -0.0292
C 0.8281 -6.1834 0.0798 0.039 0.005 -0.013 -0.4167
C -2.3254 4.1054 1.3094 -0.035 0.006 0.081 -0.3254
C 4.9420 2.7529 2.8956 -0.026 0.008 -0.004 -0.1222

---

53
Properties=species:S:1:pos:R:3:forces:R:3:nbo_charge:R:1 method="wB97M-V/def2-TZVPD" lumo_energy_ha=0.017 fmax_ev_per_a=1.03 smiles="Cc1[nH]c(=O)[nH]c(=O)c1S(=O)(=O)N1CCC(C(=O)N[C@@H](C)c2ccccc2)CC1" homo_energy_ev=-8.8491 relative_energy_ev=0.513
O -4.0056 -1.2280 0.0197 0.204 0.095 -0.148 -0.9644
O -3.0707 -0.2870 2.0763 0.321 0.234 0.046 -0.9120
N 1.2834 2.6134 -0.3714 0.345 0.434 0.163 -0.6138
H 5.1008 -2.0644 -0.8592 0.032 -0.099 -0.030 0.2176
H 3.1096 3.2179 0.3414 -0.132 -0.167 0.029 0.2062
C -3.0509 1.0621 -1.4855 -0.019 -0.108 -0.690 -0.2288
H 0.9875 3.5764 -0.4217 -0.051 -0.135 -0.067 0.3919
H -2.1503 -3.8052 -1.7132 0.037 -0.080 -0.019 0.2261
N 0.8628 -1.6499 1.0411 0.072 -0.027 0.285 -0.6329
C 3.5355 0.9140 -1.1464 0.068 0.000 0.098 -0.1410
C -1.6581 3.0588 -0.4084 -0.082 -0.187 -0.066 -0.4029
H -2.9761 2.6274 1.2497 0.171 0.014 -0.028 0.2053
C 4.2279 -0.2217 -1.5195 0.041 0.065 -0.070 -0.2210
O 0.6107 0.4880 -0.7943 0.094 -0.020 -0.008 -0.6554
C 1.1128 -2.5865 0.0789 -0.071 -0.049 0.072 0.8028
C 3.4869 0.1506 1.1176 0.104 0.213 -0.039 -0.2487
C 1.9246 2.4718 1.9742 0.154 -0.007 -0.213 -0.6324
H 3.2820 1.6578 -1.8889 -0.055 0.060 -0.074 0.2000
H 4.4567 -1.7202 1.4885 0.004 -0.073 0.062 0.2176
H -1.1305 0.2849 -2.0795 -0.063 0.063 -0.093 0.2351
H -3.7101 1.8931 -1.7603 -0.029 -0.139 0.022 0.1951
C -1.1985 -2.2495 -0.6211 -0.130 0.062 0.063 0.3436
H -1.0438 3.7835 0.1287 -0.101 0.038 0.012 0.2135
H 4.5109 -0.3615 -2.5527 0.026 -0.016 -0.082 0.2105
H -1.9946 -2.2797 -2.5863 0.072 0.043 -0.082 0.2336
H 2.7607 2.4182 2.6656 0.077 0.007 0.137 0.2131
C 3.1441 1.1086 0.1739 0.214 0.043 -0.116 -0.0283
H 1.6715 -1.3411 1.5732 -0.223 -0.076 -0.168 0.4394
C 2.4142 2.3849 0.5286 -0.069 0.039 0.262 -0.0602
C -2.2631 2.0950 0.6089 0.128 0.501 0.672 -0.2455
H -0.4831 3.0372 -2.2114 -0.004 -0.064 0.075 0.2243
H -3.5317 0.1361 -1.7998 -0.068 0.176 -0.212 0.2381
C -1.3890 -1.3005 0.3263 -0.956 0.318 0.193 -0.5373
C -0.2819 -0.8738 1.1634 0.361 -0.173 0.135 0.7088
H -3.2033 -2.4353 -1.2979 0.119 -0.139 -0.166 0.2909
C -2.2049 -2.7227 -1.6126 -0.192 -0.058 -0.015 -0.6893
H 1.4192 3.4238 2.1307 -0.012 0.083 0.019 0.2060
H -1.4890 1.6726 1.2536 -0.021 0.208 -0.004 0.2513
C 4.1965 -0.9809 0.7456 0.113 -0.034 0.018 -0.1995
C 0.4186 1.6876 -0.8261 -0.355 0.268 -0.541 0.7096
C -1.6821 1.2251 -2.1527 -0.110 -0.027 0.047 -0.4205
C 4.5636 -1.1742 -0.5726 0.033 -0.045 0.042 -0.1996
H 3.2137 0.2852 2.1534 -0.049 0.039 0.132 0.2150
H 0.1844 -3.5159 -1.4748 0.021 0.097 0.204 0.4249
H 1.2190 1.6708 2.1835 0.003 -0.055 0.046 0.2521
C -0.8347 2.3123 -1.4683 0.008 -0.122 -0.043 -0.3140
O 2.1585 -3.1712 -0.0485 0.299 -0.202 -0.054 -0.6076
N 0.0266 -2.8441 -0.7347 -0.215 0.011 -0.306 -0.5975
S -2.9636 -0.4762 0.6683 -0.351 -0.208 -0.189 2.3594
H -2.4538 3.6143 -0.9090 0.053 0.078 0.011 0.2104
O -0.2931 0.0569 1.9382 0.100 0.047 0.238 -0.6185
N -2.9618 1.0063 -0.0503 0.078 -0.914 0.461 -0.6849
H -1.8271 1.4546 -3.2089 0.007 -0.011 -0.022 0.2135

---

17
Properties=species:S:1:pos:R:3:forces:R:3:nbo_charge:R:1 method="wB97M-V/def2-TZVPD" lumo_energy_ha=0.002 fmax_ev_per_a=4.84 homo_energy_ev=-10.0326 relative_energy_ev=0.000
C 1.5334 -0.1814 0.0803 1.307 1.262 0.487 -0.1867
N -2.7344 1.7662 0.2315 1.845 -4.308 -0.091 -0.6028
H -1.2070 -2.2598 0.0884 0.054 -1.369 -0.050 0.2292
H 1.6042 -2.1581 0.0514 -0.324 -1.635 -0.086 0.2304
Cl -3.6067 -0.4902 -1.4198 0.424 0.098 -0.323 0.0299
C -0.5433 -1.4442 -0.0062 1.066 1.209 -0.252 -0.1603
C -0.4906 0.9810 -0.0274 -0.907 0.946 0.355 -0.0973
H 1.2507 2.0456 0.4037 0.490 -0.777 -0.402 0.2496
H -3.3408 2.2084 -0.4105 -1.226 0.375 -0.740 0.3855
C 0.8787 1.0378 0.1622 -1.264 0.356 -0.342 -0.1759
C 0.8630 -1.4051 -0.0016 -0.122 1.322 0.240 -0.2005
H 2.6439 -0.0930 0.1798 -1.026 -0.746 -0.143 0.2223
C -1.1892 -0.2196 -0.0903 0.834 -0.128 0.575 -0.1489
Cl -3.5131 -0.7060 1.3730 0.544 -0.217 0.354 0.0576
O -1.1425 3.3633 -0.1356 0.418 -0.698 -0.087 -0.5659
C -1.4241 2.1892 -0.0107 -0.247 -0.151 0.398 0.6436
C -2.6456 -0.0759 -0.0025 -1.866 4.461 0.107 0.0902

---

The following total energy values (in Eh) correspond, in order, to the records above: -775.54923, -4478.29617, -1731.90014, -1358.19591.